Record 1
The following is a DFT calculation (wB97M-V/def2-TZVPD) of an isolated ion of composition C6H9N4O4 and charge +1 in a non-equilibrium geometry.

The spin multiplicity is 3. The total charge is +1. As for the expectation value of S²: 2.0114. The value obtained for the HOMO-LUMO gap (spin up / spin down) is 8.0200 / 6.4075 eV.

```
23
C6H9N4O4 wB97M-V/def2-TZVPD
C 0.70985 -0.86973 -0.71309
C 1.27612 0.31622 -0.12849
C 0.60110 1.22034 0.56401
C -1.60930 0.50473 0.59599
C -1.66874 -1.02776 0.36995
C -0.63080 -1.49920 -0.62533
N 0.76967 2.32748 1.19342
N 2.67488 0.56261 -0.39409
N -2.00807 1.16618 -0.63176
N 0.51148 -2.12056 0.02846
O 3.17966 -0.47007 -0.84757
O 3.21055 1.57088 -0.02572
O -2.13146 2.36269 -0.47451
O -2.15263 0.52573 -1.61995
H 1.31458 -1.02881 -1.69556
H -1.59825 -1.50567 1.25126
H -2.58422 -1.35085 0.00896
H -0.85076 -2.25143 -1.42234
H 1.71524 2.78268 1.19276
H 0.02272 2.91864 1.36302
H 0.62688 -2.10974 1.04319
H 0.81607 -3.03614 -0.42624
H -2.19456 1.01180 1.39361
```



Record 2
The following is a DFT calculation (wB97M-V/def2-TZVPD) of a 2-piece molecular cluster, C6H9N4S overall in a non-equilibrium geometry.

The total charge is +1. The value obtained for the HOMO-LUMO gap (spin up / spin down) is 8.7850 / 5.4296 eV.

```
20
C6H9N4S wB97M-V/def2-TZVPD
C -3.05456 1.39996 -0.02101
C -4.37920 0.94694 0.15297
C -2.82358 -0.91055 -0.12019
C 0.63617 -1.13619 0.04954
C 2.75504 -0.61635 -0.00673
C 1.86980 0.67689 0.17450
N -2.22411 0.30319 -0.14005
N 1.80090 -1.68524 0.35218
N 0.44968 0.08076 -0.08844
N -2.21052 -2.00868 -0.10699
S -4.65090 -0.65020 0.14070
H -2.77156 2.35701 -0.12377
H -5.19835 1.50455 0.52845
H 3.09004 -0.69513 -1.00330
H 3.53314 -0.58197 0.70385
H 1.54189 1.09760 1.14903
H 2.18911 1.40266 -0.61339
H 2.03177 -2.62912 0.20174
H -1.25354 0.37448 -0.36328
H -2.74662 -2.93502 -0.31593
```



Record 3
The following is a DFT calculation (wB97M-V/def2-TZVPD) of an isolated ion of composition C6H9N6O3S and charge +1 in a non-equilibrium geometry.

The total charge is +1. The value obtained for the HOMO-LUMO gap (spin up / spin down) is 8.7045 / 6.6498 eV.

```
25
C6H9N6O3S wB97M-V/def2-TZVPD
C -0.94063 0.18678 -0.44840
C -0.02262 2.07568 -0.13691
C 2.19754 1.19457 0.63589
C 1.06098 -1.13683 0.09490
C 0.43440 -2.21338 2.28570
C -3.29161 0.10273 -1.68292
N -1.09472 1.52321 -0.67259
N 0.21932 -0.08554 0.23891
N 0.83659 1.07723 0.36610
N 0.34402 3.34012 -0.01765
N 1.13235 -2.07132 1.00204
N 1.62305 -1.30196 -1.12302
O 1.27132 -0.53686 -2.03423
O 2.78487 2.22017 0.74048
O 2.36930 -2.25558 -1.25187
S -2.00047 -0.95272 -0.98432
H 1.27091 -1.94235 3.06884
H 0.04377 -3.30289 2.37448
H -0.40948 -1.50990 2.23718
H -4.09483 -0.59583 -1.84299
H -2.95083 0.41095 -2.65786
H -3.57196 0.86123 -1.04516
H -0.27781 4.04731 -0.46403
H 1.17634 3.57340 0.54729
H 1.89020 -2.70822 0.77015
```



Record 4
The following is a DFT calculation (wB97M-V/def2-TZVPD) of an isolated molecule of C6H9NO in a non-equilibrium geometry.

The value obtained for the HOMO-LUMO gap is 9.7784 eV.

```
17
C6H9NO wB97M-V/def2-TZVPD
C -2.94577 0.53014 -0.30806
C -1.82307 0.06221 -0.14685
C -0.52541 -0.52373 -0.21807
C 0.56263 0.35643 -0.60757
C 0.93883 1.51383 0.43272
O 1.76389 -0.58877 -0.64888
C -0.05784 -1.36003 0.93110
N -0.50074 -1.99945 -0.27799
H -3.92790 0.79939 -0.65317
H 0.34753 0.72414 -1.66831
H -0.00131 2.08017 0.84406
H 1.52237 2.10043 -0.08909
H 1.61592 0.96766 1.21648
H 2.59130 0.13131 -0.68607
H -0.80837 -1.31437 1.88886
H 1.07442 -1.09737 0.91968
H 0.17351 -2.38199 -0.92884
```



Record 5
The following is a DFT calculation (wB97M-V/def2-TZVPD) of an isolated molecule of C6H9NO in a non-equilibrium geometry.

The value obtained for the HOMO-LUMO gap is 9.5233 eV.

```
17
C6H9NO wB97M-V/def2-TZVPD
C -1.71004 0.06653 -0.52804
N -1.24297 -1.26820 0.10764
C 0.18231 -0.83774 0.13573
C 1.63917 -1.11812 -0.01928
O 2.03225 0.17359 -0.48716
C 1.05322 1.13772 -0.01242
C -0.72296 1.23282 -0.13862
C 0.13607 0.57839 0.92107
H -2.71660 0.25793 -0.25384
H -1.74700 -0.13806 -1.64654
H -1.67593 -1.46482 0.99604
H 0.18634 -0.56735 -0.91823
H 1.92953 -1.75222 -0.86354
H 2.17214 -1.44605 0.92601
H 1.44481 2.19134 -0.14515
H -1.02947 2.26602 -0.04962
H 0.06914 0.68821 1.97596
```



Record 6
The following is a DFT calculation (wB97M-V/def2-TZVPD) of an isolated molecule of C6H9NO in a non-equilibrium geometry.

The value obtained for the HOMO-LUMO gap is 10.4605 eV.

```
17
C6H9NO wB97M-V/def2-TZVPD
C -1.49559 2.24770 -0.44248
C -1.17648 1.04797 -0.30067
C -0.40779 -0.26939 -0.11787
C -1.08228 -1.29224 -0.78893
C -0.76619 -0.36134 1.28594
O 0.92830 -0.05454 -0.54552
N 1.79143 0.77714 0.00389
C 3.04414 0.42594 -0.14343
H -1.99298 3.17079 -0.23173
H -0.79049 -1.24633 -1.96643
H -2.19400 -1.25696 -0.69676
H -0.82166 -2.25832 -0.61034
H -1.87315 0.09228 1.53248
H 0.26869 0.32444 1.59877
H -0.76212 -1.57197 1.54318
H 3.48743 -0.59585 -0.66284
H 3.84272 0.82065 0.54274
```



Number 1 is which compound?
C6H9N4O4